The following is a DFT calculation (ωB97M-V/def2-TZVPD) of C24H28AgCl4N4 as an isolated structure at a distorted geometry.

XYZ file:
```
61
Properties=species:S:1:pos:R:3:nbo_charge:R:1
Ag 14.25532 18.32275 7.12514 0.83
C 6.81537 25.42133 9.91504 -0.42
N 7.95955 24.43945 9.93631 -0.27
C 7.83912 23.15321 9.52430 0.10
C 8.90475 22.24536 9.75287 -0.19
C 9.96821 22.63468 10.54247 0.06
C 10.03748 23.94874 10.94800 -0.20
C 9.15578 24.89845 10.49418 0.09
C 11.00157 21.67987 10.91229 -0.03
C 11.83268 20.99466 9.97405 -0.17
C 12.78205 20.07335 10.36408 0.15
N 12.97804 19.83708 11.69690 -0.24
C 12.31481 20.60064 12.64638 0.07
C 11.35604 21.49247 12.28047 -0.24
C 13.79904 18.62152 12.18747 -0.42
H 5.83781 25.03489 10.20338 0.25
H 6.86502 25.98087 8.98094 0.24
H 7.06356 26.21534 10.61935 0.23
H 7.13490 22.97273 8.72561 0.25
H 8.96567 21.21923 9.42158 0.28
H 10.91134 24.32152 11.46162 0.25
H 9.31655 25.94966 10.68262 0.24
H 11.59790 21.28823 8.96158 0.29
H 13.21804 19.38374 9.65644 0.34
H 12.49276 20.40664 13.69380 0.23
H 10.77274 21.91766 13.08383 0.23
H 14.00435 18.75498 13.24960 0.20
H 14.74741 18.63227 11.65028 0.30
H 13.28475 17.68549 11.96963 0.26
C 16.63683 22.01003 6.88879 -0.42
N 17.24352 21.39636 5.67514 -0.29
C 18.45664 21.76754 5.24711 0.06
C 19.16997 21.08342 4.31061 -0.27
C 18.45902 20.09358 3.54314 0.06
C 17.05281 19.93985 3.89024 -0.24
C 16.56217 20.42051 5.04664 0.11
C 19.08397 19.25270 2.48097 -0.13
C 20.04842 19.73642 1.67827 -0.20
C 20.60444 18.98801 0.61793 0.00
N 20.26280 17.71889 0.49232 -0.34
C 19.18329 17.22350 1.13216 -0.02
C 18.61452 17.95851 2.17302 -0.17
C 20.89559 16.87073 -0.53934 -0.41
H 15.79971 22.62324 6.55518 0.23
H 17.39581 22.56327 7.44195 0.20
H 16.13344 21.24516 7.48011 0.29
H 18.87277 22.50697 5.91530 0.21
H 20.11785 21.50436 4.00938 0.22
H 16.60911 19.07944 3.41146 0.25
H 15.55743 20.17738 5.35935 0.28
H 20.42349 20.74280 1.79201 0.21
H 21.35994 19.38391 -0.04457 0.21
H 18.87757 16.21318 0.90371 0.22
H 17.71315 17.67381 2.69541 0.26
H 21.80064 17.32862 -0.93851 0.22
H 20.23924 16.54578 -1.34662 0.21
H 21.06442 15.91486 -0.04347 0.21
Cl 12.16709 16.91914 8.32218 -0.92
Cl 12.94585 20.79524 6.45149 -0.94
Cl 16.06413 16.77570 5.64275 -0.92
Cl 16.00020 18.80279 9.24428 -0.91
```

## Properties
frontier orbital gap (alpha / beta)	1.97 / 2.42	eV
HOMO level (alpha / beta)	-5.19 / -5.63	eV
LUMO level (alpha / beta)	-3.2169 / -3.2169	eV
⟨S²⟩	0.769
spin multiplicity	2

---

The following is a DFT calculation (ωB97M-V/def2-TZVPD) of C24H28B2CdN4O16 as an isolated structure at a distorted geometry.

XYZ file:
```
75
Properties=species:S:1:pos:R:3:mulliken_charge:R:1
Cd -0.53457 0.69875 0.97683 4.00
O -0.21428 -0.91726 -0.23870 -1.27
C 0.22308 -1.31510 -1.32590 0.12
O 0.96233 -0.59069 -2.15086 -0.09
B 1.30937 -1.37211 -3.31657 1.19
O 0.63109 -2.68397 -3.15185 -0.45
C -0.11659 -2.68160 -2.01645 0.10
O -0.96812 -3.56295 -1.62854 -0.63
O 2.76851 -1.62721 -3.39547 -0.55
C 3.23888 -1.21776 -4.51400 0.52
O 4.44676 -1.16620 -4.79285 -0.65
C 2.09955 -0.71177 -5.33264 0.65
O 0.99297 -0.83439 -4.62184 -0.50
O 2.23870 -0.18456 -6.49501 -0.61
O -0.78994 1.82429 -0.85638 -1.16
C -0.82965 2.18037 -1.98942 0.33
O 0.24655 2.51488 -2.69844 -0.55
B -0.25534 3.06261 -4.00549 1.18
O -1.74104 3.10363 -3.84467 -0.48
C -2.11078 2.63974 -2.66322 0.18
O -3.22372 2.64845 -2.16781 -0.63
O 0.32343 4.39170 -4.26002 -0.50
C 1.09567 4.32183 -5.33426 0.53
O 1.79576 5.26220 -5.82785 -0.64
C 1.01963 2.82271 -5.89700 0.55
O 0.19812 2.16895 -5.10205 -0.39
O 1.72792 2.36798 -6.74343 -0.53
C -3.42350 -4.78471 3.56653 -1.07
C -2.05990 -5.15776 2.79566 -0.74
C -1.67968 -4.18087 1.62795 -0.15
C -1.63777 -2.77923 2.02266 0.31
N -1.54540 -1.60706 2.32674 -0.51
H -4.27979 -4.92200 2.90621 0.30
H -3.54124 -3.73775 3.84600 0.28
H -3.61180 -5.42562 4.42786 0.37
H -2.01075 -6.17877 2.41721 0.39
H -1.27995 -5.08249 3.55336 0.35
H -2.50399 -4.30899 0.92639 0.22
H -0.78699 -4.61332 1.17609 0.32
C 4.80223 0.42726 -1.30202 -1.28
C 4.24203 1.75809 -1.79917 0.11
C 3.53346 2.55734 -0.66080 -0.50
C 2.41715 1.85629 -0.01428 0.33
N 1.52969 1.38482 0.56041 -0.45
H 4.08206 -0.10559 -0.68111 0.23
H 5.60871 0.58513 -0.58593 0.37
H 5.07209 -0.31653 -2.05174 0.34
H 3.56374 1.39339 -2.57054 -0.13
H 5.08615 2.31938 -2.19981 0.45
H 2.99823 3.44555 -0.99655 0.32
H 4.16820 2.81806 0.18609 0.35
C -5.88061 -1.21462 2.80459 -0.88
C -5.93392 -0.25211 1.60815 -0.44
C -5.25719 1.11112 1.79504 -0.48
C -3.78673 1.17183 1.58688 0.11
N -2.67493 1.23380 1.48216 -0.31
H -4.83701 -1.52918 2.79719 0.02
H -6.47259 -2.12470 2.70761 0.36
H -5.95530 -0.85549 3.83102 0.35
H -7.00125 -0.08768 1.46028 0.30
H -5.50204 -0.66062 0.69454 0.38
H -5.43892 1.51945 2.78919 0.33
H -5.57359 1.78933 1.00256 0.28
C 3.58797 2.00878 3.71587 -0.94
C 3.25532 0.60066 4.24841 -0.37
C 1.81268 0.53836 4.86857 -0.52
C 0.76390 0.85053 3.80380 0.37
N 0.08986 1.08471 2.92007 -0.49
H 2.99427 2.14489 2.81193 0.05
H 4.59685 2.16142 3.33252 0.36
H 3.37349 2.84899 4.37628 0.35
H 3.99812 0.31395 4.99282 0.33
H 3.37148 -0.01767 3.35830 0.29
H 1.61158 1.30648 5.61533 0.32
H 1.58127 -0.42938 5.31357 0.32
```

## Properties
frontier orbital gap	7.84	eV
energy relative to the best compared isomer or geometry (same formula, charge and spin)	0.0	kcal per mole
HOMO level	-8.62	eV
LUMO level	-0.7802	eV

---

The following is a DFT calculation (ωB97M-V/def2-TZVPD) of C24H28CoNO2 as an isolated structure at a distorted geometry.

XYZ file:
```
56
Properties=species:S:1:pos:R:3:nbo_charge:R:1
C 1.46685 -1.47280 3.54055 -0.34
C 0.20529 -1.67611 2.91303 -0.27
C 0.38161 -1.76111 1.51992 -0.22
H -0.74251 -1.83050 3.42359 0.23
C 1.76607 -1.59896 1.22702 -0.39
C 2.48660 -1.49675 2.49188 -0.47
H 2.23365 -1.75725 0.25876 0.23
C 0.84814 1.86549 2.94117 -0.56
C -0.41243 1.19950 3.27189 -0.16
C -1.25492 1.25577 2.15708 -0.34
H -0.67176 0.81575 4.26005 0.22
C -0.57252 1.88602 1.08931 0.06
C 0.74529 2.19494 1.50276 -0.39
H -0.38261 -1.97867 0.76947 0.25
H 3.55641 -1.62554 2.61931 0.25
H 1.68657 -1.42101 4.60458 0.24
H 1.42581 2.84214 0.93361 0.23
H -2.29432 0.91410 2.09711 0.22
H 1.49714 2.40296 3.64437 0.26
Co 1.86095 0.32819 2.30577 1.26
C -1.23703 2.43627 -0.15796 -0.07
C -1.33399 3.95409 0.00339 -0.59
C -2.67045 1.89584 -0.30612 -0.62
H -1.98901 4.18976 0.84996 0.22
H -1.77495 4.38659 -0.89961 0.20
H -0.35913 4.42000 0.18456 0.21
H -3.28738 2.23878 0.53151 0.21
H -2.67686 0.80102 -0.32667 0.24
H -3.08979 2.28026 -1.24288 0.20
C -0.40949 2.09742 -1.41983 -0.49
C -0.46747 0.62238 -1.76621 0.69
H 0.64883 2.40061 -1.30447 0.23
H -0.82173 2.66494 -2.26809 0.21
O -0.71189 -0.24470 -0.92538 -0.63
N -0.29115 0.32213 -3.08563 -0.62
C 0.14477 -1.02199 -3.44136 -0.25
H -0.01613 1.08190 -3.69641 0.40
C -0.64370 -2.10666 -2.74822 0.10
C 0.03185 -3.23319 -2.26877 -0.25
H 1.12272 -3.26457 -2.36244 0.20
C -0.67439 -4.25935 -1.63460 -0.21
H -0.13065 -5.12588 -1.25575 0.22
C -2.06493 -4.17308 -1.49815 -0.23
H -2.62248 -4.99669 -1.04904 0.21
C -2.73921 -3.03406 -1.96022 -0.20
H -3.81520 -2.93042 -1.81866 0.21
C -2.03512 -2.01869 -2.60826 -0.23
H -2.56265 -1.13082 -2.96604 0.22
H 1.20632 -1.13084 -3.17657 0.19
H 0.05473 -1.11633 -4.52783 0.21
C 3.48533 0.56880 -0.11815 -0.76
C 3.36355 1.11312 1.25309 0.31
O 4.01847 1.93721 1.85695 -0.55
H 2.52372 0.14636 -0.43915 0.24
H 4.25788 -0.22077 -0.14022 0.25
H 3.73733 1.36439 -0.83801 0.22
```

## Properties
frontier orbital gap (alpha / beta)	6.86 / 6.90	eV
HOMO level (alpha / beta)	-6.39 / -7.67	eV
LUMO level (alpha / beta)	0.4670 / -0.7726	eV
⟨S²⟩	6.057
spin multiplicity	5

---

The following is a DFT calculation (ωB97M-V/def2-TZVPD) of C24H28GeI2MgN2OS as an isolated structure.

XYZ file:
```
60
Properties=species:S:1:pos:R:3:nbo_charge:R:1
Mg 0.27602 0.74526 0.39488 1.80
I 1.62041 5.57158 1.91875 0.28
C 1.05810 3.87842 2.97379 -0.20
C 0.94140 3.96788 4.38059 -0.24
C 0.56084 2.89126 5.12888 -0.13
I 0.42480 3.10970 7.19113 0.27
C 0.26332 1.65374 4.48669 -0.13
C -0.15088 0.48780 5.16416 -0.05
C -0.42779 -0.65963 4.47051 -0.26
C -0.29492 -0.65243 3.08218 0.11
N 0.09736 0.41425 2.40284 -0.67
C 0.38207 1.57386 3.08306 0.11
C 0.79288 2.70451 2.32851 0.28
O 0.91684 2.54498 0.95754 -0.98
H 1.16001 4.91221 4.85894 0.26
H -0.24959 0.51363 6.24142 0.26
H -0.74926 -1.55948 4.97357 0.26
H -0.51811 -1.54365 2.50730 0.21
C 3.29258 -1.33185 -2.79568 -0.62
C 3.98726 -1.20287 -1.44531 -0.40
C 3.99129 0.22453 -0.90033 -0.39
C 2.60817 0.68777 -0.39144 -0.98
Ge 2.66852 2.59332 0.14993 1.56
C 2.67907 3.94947 -1.23956 -0.86
C 3.09616 3.54716 -2.66020 -0.41
C 2.23916 2.47485 -3.33261 -0.40
C 0.73986 2.72407 -3.22845 -0.61
H 3.30032 -2.36567 -3.13934 0.24
H 3.80159 -0.73164 -3.55151 0.22
H 2.24694 -1.01323 -2.76508 0.18
H 5.02118 -1.53678 -1.53995 0.24
H 3.52401 -1.86772 -0.70754 0.19
H 4.33630 0.90686 -1.68310 0.22
H 4.70056 0.30901 -0.07424 0.23
H 2.38977 0.05503 0.49098 0.21
H 1.87796 0.49746 -1.19774 0.23
H 3.58794 2.73070 1.35946 -0.12
H 3.33918 4.73294 -0.86447 0.27
H 1.67286 4.37420 -1.22728 0.25
H 4.14378 3.23831 -2.66956 0.22
H 3.05342 4.45823 -3.26198 0.23
H 2.48000 1.48726 -2.93075 0.18
H 2.52198 2.42867 -4.38542 0.24
H 0.39560 2.71099 -2.18753 0.16
H 0.17570 1.96550 -3.77365 0.22
H 0.47088 3.69837 -3.64021 0.23
S -2.90380 0.70070 -2.84226 0.58
C -1.98858 1.21548 -1.51716 -0.10
N -1.07198 0.38305 -1.08243 -0.72
C -1.07090 -0.78870 -1.84428 0.17
C -0.24450 -1.89611 -1.64670 -0.27
C -0.38467 -2.97410 -2.49168 -0.16
C -1.33382 -2.96298 -3.52525 -0.18
C -2.15924 -1.87846 -3.72688 -0.18
C -2.01676 -0.78754 -2.86903 -0.25
H -2.15776 2.18690 -1.07229 0.25
H 0.49491 -1.91959 -0.85017 0.20
H 0.24158 -3.84541 -2.35801 0.24
H -1.42199 -3.82478 -4.17192 0.25
H -2.89271 -1.87540 -4.52126 0.25
```

## Properties
charge	+2
frontier orbital gap	7.64	eV
energy relative to the best compared isomer or geometry (same formula, charge and spin)	0.0	kcal per mole
HOMO level	-13.79	eV
LUMO level	-6.1500	eV